Record 1
{"formula": "CHOPS", "method": "ωB97M-V/def2-TZVPD", "elements": ["O", "P", "C", "S", "H"], "xyz": [[-2.788801, -0.266772, -0.167264], [-2.070026, 1.023174, -0.089889], [-0.158588, 0.758176, -0.044365], [0.787465, 2.144369, 0.179330], [0.181689, -0.238006, -0.423771]], "forces_ev_per_angstrom": [[0.6, 0.2, 0.0], [0.4, 0.2, 0.3], [0.5, 1.6, -0.5], [-1.8, -2.8, -0.3], [0.3, 0.8, 0.6]], "e_tot_ev": -23223.0391, "smiles": "O=PC=S"}


Record 2
{"formula": "C15H27NO12S2", "method": "ωB97M-V/def2-TZVPD", "elements": ["C", "C", "S", "C", "O", "S", "O", "O", "N", "H", "H", "H", "H", "H", "H", "H", "H", "H", "C", "C", "C", "O", "C", "O", "O", "H", "H", "H", "H", "H", "H", "C", "C", "C", "O", "C", "O", "O", "H", "H", "H", "H", "H", "H", "C", "C", "C", "O", "C", "O", "O", "H", "H", "H", "H", "H", "H"], "xyz": [[0.948017, 2.736660, 0.204122], [1.573632, 2.451115, -1.165882], [2.443356, 0.868839, -1.193912], [1.096731, -0.234687, -0.705239], [-0.056986, 0.023190, -1.503277], [-1.476970, -0.472043, -0.833433], [-1.489044, -0.015281, 0.528188], [-2.423057, 0.545958, -1.698960], [-2.698520, 1.778832, -1.032587], [0.951687, 3.800310, 0.405375], [1.515808, 2.242841, 0.981841], [-0.072034, 2.383503, 0.240576], [0.781797, 2.429890, -1.902652], [2.285169, 3.220149, -1.425993], [1.478156, -1.238398, -0.856369], [0.899632, -0.083037, 0.344887], [-3.317015, 2.274477, -1.662447], [-1.836406, 2.303541, -0.940221], [-8.765313, 0.467673, -0.704877], [-7.491720, 0.583593, -1.503592], [-6.291846, 1.079671, -0.726734], [-5.524068, 1.731466, -1.747697], [-6.380207, 2.140267, -2.718022], [-6.088733, 2.873047, -3.603775], [-7.603907, 1.596253, -2.524394], [-9.556305, 0.017462, -1.302939], [-8.606815, -0.151239, 0.177989], [-9.110695, 1.453229, -0.392816], [-7.264720, -0.362082, -2.002494], [-5.710378, 0.283801, -0.269645], [-6.558731, 1.816810, 0.033609], [7.495780, -2.179697, -3.427465], [6.772236, -2.292071, -2.109108], [5.273976, -2.474571, -2.214095], [4.805484, -1.873682, -0.998449], [5.721704, -0.941229, -0.624591], [5.555988, -0.134566, 0.225965], [6.851172, -1.063974, -1.363076], [8.573473, -2.145277, -3.274366], [7.265933, -3.034327, -4.063610], [7.208184, -1.263325, -3.942699], [7.215399, -3.080720, -1.494997], [4.970601, -3.517344, -2.259819], [4.843620, -1.932191, -3.059428], [0.746090, -0.186072, 2.981904], [0.527619, -0.613797, 4.410572], [1.787138, -0.782309, 5.231644], [1.400331, -1.785617, 6.181151], [0.415586, -2.529671, 5.618518], [0.004874, -3.551057, 6.059048], [-0.028596, -1.941011, 4.481093], [-0.203767, 0.002564, 2.482260], [1.345992, 0.723653, 2.941462], [1.256628, -0.974015, 2.426226], [-0.170922, 0.063670, 4.909094], [2.093249, 0.125215, 5.745034], [2.621715, -1.164391, 4.639102]], "forces_ev_per_angstrom": [[0.3, 0.1, -0.3], [-0.6, -0.3, 0.8], [0.1, -0.2, -0.4], [0.7, 0.6, -0.1], [-0.3, 0.1, 0.2], [-0.7, 0.1, -0.8], [0.2, 0.0, 0.6], [0.5, -0.4, -0.2], [-0.2, 0.3, 0.8], [-0.1, 0.3, 0.1], [0.1, 0.0, 0.3], [-0.3, -0.2, 0.2], [0.0, 0.1, -0.4], [0.3, 0.0, -0.2], [0.0, -0.3, -0.1], [-0.4, 0.1, 0.2], [0.0, -0.2, -0.2], [0.2, -0.1, -0.3], [-0.2, 0.1, -0.2], [-0.2, 0.0, 0.2], [0.2, -0.1, 0.0], [-0.1, 0.1, 0.0], [-0.1, -0.1, 0.0], [0.0, 0.1, -0.1], [0.1, -0.1, 0.0], [0.0, 0.0, 0.0], [0.0, 0.0, 0.0], [0.1, 0.0, 0.1], [0.1, 0.0, 0.0], [0.1, 0.0, -0.1], [-0.1, 0.0, 0.0], [0.2, 0.2, 0.1], [0.1, 0.0, -0.3], [-0.1, -0.1, 0.1], [0.1, 0.0, -0.1], [0.0, 0.0, 0.0], [0.0, 0.1, 0.2], [0.0, -0.1, 0.0], [0.0, 0.0, 0.0], [0.0, 0.0, 0.0], [-0.1, 0.0, 0.0], [-0.1, 0.0, 0.0], [-0.1, 0.0, 0.1], [0.1, 0.0, 0.0], [-0.2, -0.2, -0.1], [0.1, 0.1, -0.2], [0.0, 0.0, 0.1], [0.1, 0.0, -0.1], [0.0, 0.1, -0.1], [0.0, -0.1, 0.0], [0.0, 0.1, 0.1], [0.0, 0.0, 0.0], [0.0, 0.0, 0.1], [0.1, 0.0, 0.1], [0.0, 0.0, 0.1], [0.0, -0.1, 0.1], [0.0, 0.0, -0.1]], "e_tot_ev": -63721.7550}


Record 3
{"formula": "C4H7N", "method": "ωB97M-V/def2-TZVPD", "elements": ["C", "C", "C", "C", "N", "H", "H", "H", "H", "H", "H", "H"], "xyz": [[-1.440140, 0.274679, 0.111889], [-0.029841, 0.192851, -0.477625], [0.786704, -1.093024, -0.176685], [1.331600, 0.088975, 0.355293], [2.006304, 0.999960, 0.910990], [-1.935117, 1.238452, -0.071136], [-2.101293, -0.499840, -0.309248], [-1.422214, 0.126551, 1.196394], [0.015182, 0.506753, -1.529479], [1.153978, 1.462237, 0.454326], [0.328568, -1.755472, 0.541670], [1.306270, -1.542118, -1.006385]], "forces_ev_per_angstrom": [[0.2, -0.1, 0.2], [0.0, -0.9, -0.1], [0.0, -1.2, -0.2], [-1.6, 0.4, -0.9], [-1.5, -0.2, -1.0], [0.3, -0.2, 0.0], [0.3, 0.2, 0.0], [0.0, 0.0, -0.1], [0.3, -0.1, 0.5], [2.1, 2.8, 1.7], [0.0, -0.4, 0.0], [0.1, -0.4, -0.1]], "e_tot_ev": -5747.7690}


Record 4
{"formula": "C4H14N3P", "method": "ωB97M-V/def2-TZVPD", "elements": ["C", "C", "N", "C", "P", "C", "N", "N", "H", "H", "H", "H", "H", "H", "H", "H", "H", "H", "H", "H", "H", "H"], "xyz": [[-0.427076, 1.994081, -1.177224], [0.066867, 1.694573, 0.156251], [0.519188, 0.303802, 0.178892], [1.841616, 0.296301, -0.529424], [-0.479508, -1.060803, 0.012161], [-1.108951, -0.952231, 1.781520], [-1.718040, -1.185697, -1.143112], [0.685506, -2.191087, -0.095013], [0.320033, 2.019524, -1.973657], [-1.254745, 1.209185, -1.496483], [-1.043908, 2.927600, -1.158745], [0.891846, 2.381120, 0.483850], [-0.692116, 1.731184, 0.887119], [2.465483, -0.342225, 0.060636], [1.797793, -0.014495, -1.545629], [2.068622, 1.346809, -0.544377], [-1.017028, 0.069166, 2.231147], [-2.061109, -1.497331, 1.774541], [-0.400887, -1.512201, 2.366205], [-2.356479, -1.883976, -0.614385], [0.464063, -3.156291, -0.213516], [1.438831, -2.177010, 0.559244]], "forces_ev_per_angstrom": [[-3.8, 0.3, -2.3], [0.6, -1.0, 1.0], [1.8, -0.5, -1.3], [-1.5, 0.0, 0.8], [-3.7, 2.2, -0.2], [0.3, -0.3, -0.9], [2.1, -1.0, 3.6], [1.1, -1.0, 0.0], [0.0, 0.2, 0.2], [1.8, 1.3, 0.7], [0.9, -0.3, -0.3], [-0.6, -0.7, -0.1], [-1.2, 0.6, 0.8], [1.0, 0.1, -0.1], [0.0, -0.6, -0.9], [1.2, 0.0, 0.1], [-0.9, -0.8, -0.8], [-0.1, 0.7, 0.6], [0.3, -0.6, 0.3], [0.9, 1.3, -1.1], [-0.7, -0.4, -0.6], [0.5, 0.5, 0.5]], "e_tot_ev": -18133.1708, "smiles": "CCN(C)[P@@](C)(=N)N"}